Here is a structure of composition C51H37Cl3CsF6GeN11O2 at a distorted geometry from the OMol25 dataset. Energies are from ωB97M-V with the def2-TZVPD basis set.

Results
- 2S+1 = 2
- expectation value of S² = 0.7598
- orbital gap (spin up / spin down) (eV) = 6.5 / 6.5
- net charge = -1
- HOMO energy (spin up / spin down) (Eh) = -0.1773 / -0.1773

Positions of all 112 atoms, in Å:
Cs 0.784 0.259 -0.937
C 0.765 -4.780 -2.868
N -0.106 -3.621 -2.921
C 0.240 -2.331 -2.974
N -0.835 -1.567 -2.853
C -1.836 -2.480 -2.739
N -1.450 -3.736 -2.788
C 0.874 -5.418 -1.502
C 2.061 -6.067 -1.184
C 2.226 -6.689 0.044
C 1.207 -6.668 0.979
C 0.028 -5.998 0.674
C -0.141 -5.376 -0.558
C -1.050 -5.954 1.666
N -1.323 -6.788 2.607
N -2.450 -6.278 3.268
C -2.763 -5.200 2.650
O -1.921 -4.908 1.632
C -3.861 -4.274 2.950
C -4.977 -4.759 3.624
C -6.012 -3.895 3.938
C -5.924 -2.550 3.607
C -4.799 -2.054 2.959
C -4.686 -0.558 2.759
N -3.738 -0.147 1.749
C -2.414 0.007 1.878
N -1.868 0.299 0.721
C -2.944 0.324 -0.114
N -4.099 0.052 0.460
C -3.776 -2.927 2.611
H 1.753 -4.425 -3.161
H 0.413 -5.501 -3.606
H 1.259 -1.985 -3.113
H -2.875 -2.212 -2.625
H 2.887 -6.042 -1.886
H 3.170 -7.160 0.285
H 1.326 -7.133 1.948
H -1.062 -4.851 -0.773
H -5.022 -5.808 3.884
H -6.892 -4.269 4.445
H -6.735 -1.878 3.862
H -4.365 -0.099 3.697
H -5.651 -0.128 2.498
H -1.901 -0.098 2.822
H -2.862 0.567 -1.164
H -2.899 -2.570 2.084
C -0.886 1.731 -5.964
C -0.809 3.117 -5.984
C -1.043 3.851 -4.829
C -1.359 3.213 -3.626
C -1.414 1.840 -3.682
C -1.196 1.058 -4.782
C -1.613 3.977 -2.374
C -2.218 5.263 -2.455
C -2.455 5.961 -1.315
C -2.094 5.400 -0.068
C -2.294 6.065 1.168
C -1.918 5.471 2.337
C -1.325 4.185 2.323
C -1.126 3.523 1.146
C -1.510 4.119 -0.081
N -1.279 3.420 -1.237
H -0.682 1.160 -6.861
H -0.542 3.630 -6.898
H -0.947 4.931 -4.848
H -1.226 -0.021 -4.727
H -2.507 5.657 -3.419
H -2.926 6.937 -1.348
H -2.744 7.051 1.165
H -2.065 5.984 3.279
H -1.011 3.728 3.253
H -0.641 2.558 1.113
C 1.394 -0.995 4.276
C 0.925 -0.607 3.010
N 1.213 0.548 2.450
C 2.025 1.393 3.117
C 2.543 1.102 4.385
C 2.199 -0.131 4.964
C 3.423 2.037 5.039
C 3.775 3.187 4.436
C 3.281 3.513 3.123
C 3.659 4.688 2.453
C 3.171 4.935 1.200
C 2.293 3.998 0.630
N 1.918 2.893 1.232
C 2.409 2.639 2.462
H 1.137 -1.969 4.671
H 0.322 -1.289 2.418
H 2.597 -0.391 5.938
H 3.807 1.785 6.020
H 4.448 3.883 4.923
H 4.340 5.380 2.935
H 3.451 5.820 0.645
H 1.884 4.168 -0.360
Cl 4.729 -3.098 0.980
Ge 3.580 -1.672 -0.480
Cl 3.807 -3.103 -2.320
Cl 1.413 -2.490 0.144
C 4.776 0.118 -3.620
C 3.642 1.024 -3.113
O 2.840 0.474 -2.174
C 2.761 1.403 -4.329
F 1.772 2.255 -4.004
F 3.423 1.965 -5.364
F 2.168 0.291 -4.819
C 4.289 2.303 -2.531
F 5.096 2.950 -3.407
F 3.381 3.211 -2.119
F 5.044 2.004 -1.461
H 4.343 -0.827 -3.940
H 5.453 -0.097 -2.794
H 5.344 0.562 -4.440